No. 1
The following is a quantum chemistry calculation of one molecule with the formula C4H6SSi, from the Open Molecules 2025 dataset.

```
12
Properties=species:S:1:pos:R:3:nbo_charge:R:1
S -1.93 -0.46 -0.18 0.43
Si 0.80 -1.72 0.56 0.88
C -2.15 1.15 -0.84 -0.39
C -0.19 -0.28 -0.16 -0.65
C 0.10 1.00 -0.60 -0.23
C -0.97 1.82 -0.93 -0.29
H -3.21 1.58 -0.94 0.25
H 1.23 1.34 -0.41 0.23
H 1.33 -1.74 1.98 -0.15
H -1.08 2.90 -1.35 0.25
H 0.17 -2.96 0.37 -0.16
H 2.08 -1.68 -0.28 -0.16
```

Kohn-Sham gap = 9.877 eV
energy relative to the best compared isomer or geometry (same formula, charge and spin) = 4.1 kcal per mole
LUMO level = 0.766 eV
structure (SMILES) = [SiH3]c1cccs1
E_HOMO = -9.11 eV

No. 2
The following is a quantum chemistry calculation of C4H7AlO as an isolated structure, from the Open Molecules 2025 dataset.

```
13
Properties=species:S:1:pos:R:3:nbo_charge:R:1
Al -2.99 0.86 0.75 1.79
O -2.08 -0.41 0.61 -0.93
C -1.02 -0.73 0.02 0.61
C 0.80 0.63 -0.14 -0.45
C -0.37 0.07 -1.02 -0.53
C 1.52 -0.57 0.63 -0.26
H 0.06 -0.60 -1.79 0.33
H 1.51 1.09 -0.84 0.30
H 1.11 -0.63 1.66 0.18
H 0.35 1.44 0.47 0.21
H -0.47 -1.66 0.45 0.28
H -1.02 0.86 -1.41 0.24
H 2.60 -0.34 0.61 0.24
```

Kohn-Sham gap (alpha / beta) = 9.471 / 3.764 eV
energy relative to the best compared isomer or geometry (same formula, charge and spin) = 0.0 kcal per mole
net charge = +2
LUMO level (alpha / beta) = -10.942 / -13.813 eV
E_HOMO (alpha / beta) = -20.41 / -17.58 eV

No. 3
The following is a quantum chemistry calculation of one molecule with the formula C4H7BN2O, from the Open Molecules 2025 dataset.

```
15
Properties=species:S:1:pos:R:3:nbo_charge:R:1
O 1.55 -1.57 0.27 -0.86
N -2.55 0.74 -0.08 -0.26
N -2.65 -0.55 0.08 -0.31
C 2.04 0.94 -0.04 -0.98
C -0.55 -0.16 0.10 -0.44
C -1.44 -1.18 0.04 -0.06
C -1.26 1.06 -0.09 -0.06
B 1.10 -0.35 0.19 0.94
H 2.69 1.20 0.70 0.23
H -3.56 -1.04 0.08 0.41
H 2.46 -1.48 -0.11 0.50
H -0.83 2.03 0.08 0.21
H -1.12 -2.20 0.09 0.23
H 1.48 1.79 -0.24 0.23
H 2.63 0.76 -1.05 0.22
```

Kohn-Sham gap = 9.751 eV
energy relative to the best compared isomer or geometry (same formula, charge and spin) = 8.5 kcal per mole
LUMO level = 0.505 eV
structure (SMILES) = CB(O)c1cn[nH]c1
E_HOMO = -9.25 eV

No. 4
The following is a quantum chemistry calculation of one molecule with the formula C4H7BN2O2S, from the Open Molecules 2025 dataset.

```
17
Properties=species:S:1:pos:R:3:nbo_charge:R:1
S -0.85 -1.62 -1.11 0.52
O 1.31 1.51 -3.16 -0.88
O 1.00 -0.87 -3.67 -0.89
N -1.16 -1.11 0.44 -0.60
N 0.12 0.56 -0.30 -0.44
C -0.68 0.08 0.73 0.34
C -0.60 0.62 2.09 -0.44
C 0.08 -0.03 -1.44 -0.20
C -0.56 -0.49 3.13 -0.60
B 0.90 0.19 -2.82 1.09
H -0.83 0.02 4.01 0.20
H 1.77 1.57 -4.03 0.49
H 0.36 1.20 2.09 0.24
H -1.32 -1.20 3.08 0.23
H -1.58 1.18 2.27 0.22
H 0.50 -0.77 3.15 0.21
H 1.53 -0.83 -4.48 0.50
```

Kohn-Sham gap = 9.281 eV
LUMO level = 0.068 eV
structure (SMILES) = CCc1nsc(B(O)O)n1
E_HOMO = -9.21 eV

No. 5
The following is a quantum chemistry calculation of a 2-piece molecular cluster, C4H7BO2 overall, from the Open Molecules 2025 dataset.

```
14
Properties=species:S:1:pos:R:3:nbo_charge:R:1
O 2.30 2.32 0.97 -0.53
O -3.42 -1.84 0.34 -0.48
C -3.80 -0.73 0.54 0.33
C 2.15 1.40 0.18 0.41
C -0.04 -1.32 0.33 -1.10
C 1.01 1.32 -0.81 -0.90
B 0.13 0.16 -0.11 0.72
H 0.49 -1.87 -0.55 0.25
H -3.29 0.16 -0.01 0.14
H -0.97 -1.80 0.58 0.26
H 0.54 2.27 -0.96 0.26
H 2.91 0.52 0.03 0.11
H 0.69 -1.37 1.24 0.26
H 1.28 0.78 -1.78 0.27
```

Kohn-Sham gap (alpha / beta) = 8.802 / 6.234 eV
energy relative to the best compared isomer or geometry (same formula, charge and spin) = 166.5 kcal per mole
LUMO level (alpha / beta) = -0.073 / -0.410 eV
E_HOMO (alpha / beta) = -8.88 / -6.64 eV

No. 6
The following is a quantum chemistry calculation of one molecule with the formula C4H7BO2, from the Open Molecules 2025 dataset.

```
14
Properties=species:S:1:pos:R:3:nbo_charge:R:1
O -3.09 -0.26 -0.62 -0.90
O -1.46 0.80 0.81 -0.71
C 0.06 0.90 0.94 -0.08
C -0.42 -0.65 -0.74 -0.54
C 2.09 -0.29 -0.28 -0.66
C 0.59 0.00 -0.15 0.02
B -1.79 -0.04 -0.23 1.07
H 2.38 -0.10 -1.25 0.23
H 2.93 0.23 0.39 0.22
H -3.82 -0.14 -0.01 0.51
H -0.36 -1.43 -1.56 0.22
H 0.31 1.90 0.97 0.20
H 0.23 0.43 2.01 0.20
H 2.37 -1.34 -0.27 0.23
```

Kohn-Sham gap = 10.378 eV
energy relative to the best compared isomer or geometry (same formula, charge and spin) = 3.1 kcal per mole
LUMO level = 0.703 eV
structure (SMILES) = CC1=CB(O)OC1
E_HOMO = -9.68 eV

No. 7
The following is a quantum chemistry calculation of one molecule with the formula C4H7BO2, from the Open Molecules 2025 dataset.

```
14
Properties=species:S:1:pos:R:3:nbo_charge:R:1
O 1.17 1.25 -0.38 -0.58
O 0.32 -0.73 0.35 -0.70
C -0.46 1.61 -0.24 -0.33
C -2.17 -0.73 -0.01 -0.99
C 2.77 -0.69 0.29 -0.58
C 1.59 -0.04 0.13 0.61
B -0.79 0.02 0.19 0.94
H -0.78 1.70 -1.18 0.19
H -3.07 -0.06 -0.30 0.23
H 2.60 -1.70 0.53 0.22
H -0.51 2.60 0.37 0.23
H 3.79 -0.38 0.03 0.24
H -2.43 -1.24 0.81 0.25
H -2.04 -1.60 -0.60 0.26
```

Kohn-Sham gap = 9.444 eV
energy relative to the best compared isomer or geometry (same formula, charge and spin) = 71.9 kcal per mole
LUMO level = 0.550 eV
structure (SMILES) = C=C1OCB(C)O1
E_HOMO = -8.89 eV

No. 8
The following is a quantum chemistry calculation of one molecule with the formula C4H7Br, from the Open Molecules 2025 dataset.

```
12
Properties=species:S:1:pos:R:3:nbo_charge:R:1
Br -2.91 0.06 -0.05 0.07
C -0.11 -0.09 0.02 0.03
C -1.32 -0.81 -0.20 -0.34
C 0.01 1.33 0.32 -0.69
C 1.14 -0.97 -0.14 -0.61
H -1.32 -1.78 -0.60 0.21
H 0.03 1.79 1.39 0.24
H -0.78 2.02 0.05 0.24
H 0.88 1.73 -0.15 0.22
H 1.99 -0.25 -0.50 0.20
H 0.96 -1.77 -0.88 0.22
H 1.43 -1.26 0.75 0.21
```

Kohn-Sham gap = 9.519 eV
energy relative to the best compared isomer or geometry (same formula, charge and spin) = 30.6 kcal per mole
LUMO level = 1.007 eV
structure (SMILES) = CC(C)=CBr
E_HOMO = -8.51 eV

No. 9
The following is a quantum chemistry calculation of C4H7Br2N3 as an isolated structure, from the Open Molecules 2025 dataset.

```
16
Properties=species:S:1:pos:R:3:nbo_charge:R:1
Br -1.75 4.42 0.47 0.14
Br 0.70 2.99 -2.05 -0.69
N 0.26 0.94 0.36 -0.19
N -1.90 1.60 0.47 -0.18
N -1.14 0.51 0.34 -0.03
C 0.26 2.25 0.36 0.07
C -1.54 -0.71 -0.42 -0.43
C 1.24 0.02 0.00 -0.45
C -1.10 2.64 0.49 0.04
H 0.88 -0.98 -0.13 0.22
H -0.86 -1.48 0.07 0.22
H 0.95 3.03 0.55 0.29
H 1.84 0.19 -0.98 0.26
H -1.10 -0.48 -1.48 0.23
H -2.67 -0.69 -0.37 0.27
H 2.06 -0.18 0.67 0.23
```

Kohn-Sham gap (alpha / beta) = 7.690 / 7.691 eV
energy relative to the best compared isomer or geometry (same formula, charge and spin) = 0.0 kcal per mole
LUMO level (alpha / beta) = -0.286 / -0.286 eV
E_HOMO (alpha / beta) = -7.98 / -7.98 eV

No. 10
The following is a quantum chemistry calculation of one molecule with the formula C4H7Br2NO2, from the Open Molecules 2025 dataset.

```
16
Properties=species:S:1:pos:R:3:nbo_charge:R:1
Br 1.27 -1.13 1.99 -0.03
Br -0.72 -3.12 0.19 0.08
O -0.49 -1.50 -2.43 -0.35
O -2.05 -0.16 -1.64 -0.35
N -1.14 -0.98 -1.51 0.48
C -0.69 -1.19 -0.10 -0.18
C 0.71 -0.62 0.07 -0.21
C 0.88 0.85 -0.06 -0.50
C 0.01 1.63 0.89 -0.63
H 1.39 -1.32 -0.50 0.27
H -0.89 2.02 0.42 0.22
H -1.49 -0.77 0.54 0.27
H -0.14 1.13 1.88 0.23
H 0.56 2.53 1.11 0.22
H 1.93 1.29 0.17 0.24
H 0.87 1.35 -1.02 0.25
```

Kohn-Sham gap = 9.485 eV
energy relative to the best compared isomer or geometry (same formula, charge and spin) = 18.3 kcal per mole
LUMO level = -0.837 eV
structure (SMILES) = CC[C@@H](Br)[C@H](Br)[N+](=O)[O-]
E_HOMO = -10.32 eV